[1]
{
  "formula": "C26H51BrINO8",
  "method": "ωB97M-V/def2-TZVPD",
  "smiles": "CC[C@@H](Br)N(C(=O)OCCCCO)[C@H](I)CC.CC(C)=O.CC(C)=O.CC(C)=O.CC(C)=O.CC(C)=O",
  "total_energy_ha": -4549.6551,
  "lumo_energy_ev": 0.34,
  "orbital_gap_ev": 9.52,
  "symbols": ["C", "C", "C", "Br", "N", "C", "O", "O", "C", "C", "C", "C", "O", "C", "I", "C", "C", "H", "H", "H", "H", "H", "H", "H", "H", "H", "H", "H", "H", "H", "H", "H", "H", "H", "H", "H", "H", "H", "C", "C", "C", "O", "H", "H", "H", "H", "H", "H", "C", "C", "C", "O", "H", "H", "H", "H", "H", "H", "C", "C", "C", "O", "H", "H", "H", "H", "H", "H", "C", "C", "C", "O", "H", "H", "H", "H", "H", "H", "C", "C", "C", "O", "H", "H", "H", "H", "H", "H"],
  "xyz": [[0.987, -4.866, 1.921], [0.693, -4.958, 3.412], [-0.387, -5.996, 3.655], [-0.251, -6.600, 5.562], [-1.714, -5.711, 3.244], [-2.204, -6.491, 2.159], [-2.332, -7.714, 2.230], [-2.534, -5.730, 1.106], [-2.415, -6.334, -0.196], [-1.574, -5.412, -1.090], [-2.179, -5.209, -2.480], [-1.813, -3.852, -3.066], [-1.989, -2.819, -2.118], [-2.463, -4.549, 3.599], [-1.968, -2.679, 2.523], [-2.630, -4.299, 5.098], [-1.646, -3.371, 5.811], [1.820, -4.200, 1.726], [1.272, -5.846, 1.546], [0.133, -4.522, 1.348], [1.591, -5.323, 3.897], [0.459, -3.987, 3.828], [-0.080, -6.889, 3.128], [-1.956, -7.311, -0.122], [-3.410, -6.447, -0.608], [-1.472, -4.469, -0.570], [-0.599, -5.874, -1.204], [-3.254, -5.354, -2.462], [-1.761, -5.967, -3.138], [-0.790, -3.888, -3.436], [-2.446, -3.642, -3.928], [-1.169, -2.323, -2.091], [-3.458, -4.711, 3.213], [-2.659, -5.267, 5.583], [-3.627, -3.886, 5.213], [-2.125, -2.456, 6.138], [-0.789, -3.091, 5.214], [-1.272, -3.856, 6.706], [1.830, -1.254, -0.206], [1.420, -0.939, -1.622], [2.097, 0.221, -2.285], [0.563, -1.589, -2.187], [1.258, -2.104, 0.162], [2.894, -1.491, -0.173], [1.645, -0.389, 0.433], [3.174, 0.054, -2.330], [1.913, 1.127, -1.710], [1.708, 0.344, -3.293], [1.556, 3.123, 1.165], [2.894, 3.286, 0.484], [3.781, 4.412, 0.948], [3.247, 2.535, -0.399], [1.038, 2.265, 0.738], [1.703, 2.955, 2.234], [0.947, 4.014, 1.017], [4.013, 4.294, 2.008], [3.278, 5.362, 0.791], [4.707, 4.397, 0.378], [0.636, 7.703, 1.969], [0.780, 7.206, 0.552], [0.415, 8.153, -0.558], [1.174, 6.086, 0.310], [0.932, 6.921, 2.665], [1.269, 8.578, 2.122], [-0.401, 7.981, 2.162], [1.046, 9.042, -0.519], [-0.629, 8.456, -0.470], [0.560, 7.660, -1.516], [2.917, 6.920, -4.994], [1.561, 6.820, -4.339], [0.940, 5.447, -4.261], [1.002, 7.795, -3.892], [3.252, 7.954, -4.984], [3.638, 6.303, -4.456], [2.859, 6.572, -6.027], [1.586, 4.775, -3.694], [0.805, 5.041, -5.265], [-0.027, 5.507, -3.768], [-1.912, 1.993, -0.691], [-1.446, 1.883, -2.124], [-1.867, 0.649, -2.879], [-0.762, 2.742, -2.631], [-1.541, 2.919, -0.257], [-3.002, 1.989, -0.651], [-1.538, 1.148, -0.111], [-2.955, 0.589, -2.928], [-1.489, -0.238, -2.379], [-1.464, 0.686, -3.888]],
  "forces_ev_per_a": [[-0.018, -0.119, -0.019], [0.102, -0.035, -0.378], [0.268, -0.374, 0.350], [-0.048, -0.047, -0.016], [-0.188, 0.420, -0.452], [-0.588, -2.179, 0.328], [0.770, 2.503, -0.429], [0.519, -0.312, 0.690], [0.009, 0.200, -0.653], [-0.422, -0.558, 0.131], [0.440, 0.009, 0.175], [-0.205, -0.035, -0.086], [-0.265, -0.037, -0.078], [-0.253, -0.234, 0.048], [-0.027, 0.093, 0.009], [0.077, 0.558, -0.076], [0.024, -0.270, 0.442], [0.117, 0.203, 0.007], [0.044, -0.156, -0.112], [-0.182, 0.101, -0.097], [0.109, -0.008, 0.267], [-0.136, 0.121, 0.138], [-0.111, -0.261, 0.005], [-0.103, -0.244, 0.305], [-0.283, -0.058, 0.067], [0.027, 0.283, -0.020], [0.358, 0.192, 0.094], [-0.240, 0.140, 0.075], [-0.187, -0.172, -0.264], [0.259, 0.131, 0.103], [-0.106, -0.065, -0.188], [0.341, 0.119, 0.153], [-0.072, -0.010, -0.264], [0.064, -0.258, -0.003], [-0.181, 0.124, -0.063], [-0.123, 0.221, -0.108], [0.122, 0.002, -0.175], [0.136, -0.073, 0.114], [-0.195, -0.210, -0.029], [0.116, 0.090, 0.110], [-0.247, -0.150, -0.334], [-0.078, -0.046, -0.071], [-0.015, 0.000, 0.003], [0.043, 0.125, 0.045], [0.139, 0.055, -0.007], [0.037, 0.111, 0.147], [0.198, 0.050, 0.068], [-0.006, -0.020, 0.000], [-0.004, -0.258, -0.127], [-0.034, 0.059, 0.017], [0.205, -0.163, -0.131], [-0.019, -0.025, 0.010], [0.033, -0.026, 0.008], [-0.036, 0.120, 0.027], [0.140, 0.013, 0.126], [-0.095, 0.087, 0.034], [-0.094, 0.032, 0.139], [0.005, -0.041, 0.010], [0.081, -0.232, 0.029], [-0.062, 0.102, -0.140], [0.055, -0.194, -0.103], [-0.038, 0.110, 0.077], [0.001, -0.003, -0.002], [-0.091, 0.083, -0.012], [0.017, 0.122, -0.013], [-0.093, 0.077, 0.063], [0.027, 0.121, 0.069], [-0.021, 0.052, -0.038], [-0.030, 0.211, 0.045], [-0.025, -0.198, -0.016], [-0.101, 0.191, 0.091], [-0.002, 0.125, 0.034], [-0.004, 0.010, 0.002], [-0.008, -0.094, -0.077], [0.049, -0.110, 0.023], [0.010, -0.069, -0.080], [0.095, -0.081, 0.007], [0.012, -0.035, 0.014], [0.124, 0.196, -0.016], [-0.046, -0.085, -0.009], [0.089, 0.254, -0.175], [0.075, 0.074, -0.022], [0.008, 0.009, -0.008], [-0.011, -0.128, 0.039], [-0.115, -0.076, 0.000], [-0.010, -0.090, 0.109], [-0.139, -0.059, 0.051], [0.010, -0.001, -0.007]]
}

[2]
{
  "formula": "C26H31AgAsF6N3O12",
  "method": "ωB97M-V/def2-TZVPD",
  "total_energy_ha": -5058.1848,
  "lumo_energy_ev": -2.04,
  "orbital_gap_ev": 7.36,
  "symbols": ["Ag", "As", "F", "F", "F", "F", "F", "F", "C", "C", "C", "C", "C", "C", "N", "O", "O", "H", "H", "H", "H", "H", "C", "C", "C", "C", "C", "C", "N", "O", "O", "H", "H", "H", "H", "H", "C", "C", "C", "C", "C", "C", "N", "O", "O", "H", "H", "H", "H", "H", "C", "C", "O", "C", "O", "O", "C", "H", "H", "H", "H", "H", "H", "H", "H", "C", "C", "O", "C", "O", "O", "C", "H", "H", "H", "H", "H", "H", "H", "H"],
  "xyz": [[0.743, 0.413, -3.641], [0.811, 0.579, -0.266], [2.256, -0.355, 0.007], [-0.062, -0.317, 1.001], [-0.766, 1.509, -0.572], [1.554, 1.478, -1.571], [0.338, -0.594, -1.515], [1.338, 1.854, 0.990], [-1.448, -4.939, 1.205], [-1.696, -3.618, 0.926], [-3.044, -3.138, 0.913], [-4.120, -4.068, 1.040], [-3.830, -5.361, 1.381], [-2.499, -5.804, 1.315], [-5.576, -3.623, 0.833], [-5.754, -2.522, 0.358], [-6.437, -4.299, 1.362], [-0.407, -5.223, 1.238], [-0.898, -2.893, 0.866], [-3.254, -2.096, 0.724], [-4.634, -6.072, 1.499], [-2.237, -6.838, 1.486], [6.411, 0.577, -0.526], [5.162, 0.585, 0.053], [4.858, 1.458, 1.036], [5.785, 2.454, 1.432], [7.030, 2.442, 0.852], [7.374, 1.449, -0.087], [5.362, 3.496, 2.535], [4.115, 3.555, 2.753], [6.188, 4.094, 3.201], [6.682, -0.149, -1.278], [4.341, -0.021, -0.303], [3.907, 1.416, 1.546], [7.779, 3.155, 1.162], [8.387, 1.413, -0.460], [-2.915, 1.736, 2.039], [-4.291, 1.574, 2.389], [-4.610, 1.218, 3.650], [-3.626, 0.897, 4.574], [-2.294, 0.907, 4.203], [-1.916, 1.364, 2.908], [-3.974, 0.540, 5.997], [-3.144, -0.019, 6.740], [-5.100, 0.824, 6.374], [-2.652, 2.003, 1.027], [-5.099, 1.746, 1.694], [-5.667, 1.343, 3.836], [-1.559, 0.583, 4.925], [-0.887, 1.327, 2.584], [0.426, 4.463, -1.052], [-0.404, 4.850, 0.091], [-1.453, 5.719, -0.359], [-2.521, 5.136, -0.852], [-2.758, 3.892, -0.998], [-3.294, 6.125, -1.270], [-4.521, 5.899, -1.830], [1.083, 5.240, -1.445], [-0.095, 4.002, -1.890], [1.065, 3.660, -0.683], [0.209, 5.387, 0.815], [-0.877, 3.963, 0.512], [-5.200, 5.216, -1.319], [-4.320, 5.481, -2.817], [-5.099, 6.818, -1.927], [2.477, -5.780, -5.554], [2.173, -4.252, -5.508], [2.239, -3.929, -4.067], [2.064, -2.625, -3.716], [1.987, -1.670, -4.439], [1.653, -2.520, -2.503], [1.853, -3.518, -1.466], [2.452, -6.220, -6.551], [1.783, -6.355, -4.940], [3.479, -5.996, -5.183], [1.172, -4.028, -5.879], [2.854, -3.623, -6.082], [1.589, -3.196, -0.459], [2.866, -3.914, -1.391], [1.090, -4.268, -1.672]],
  "forces_ev_per_a": [[0.354, -0.495, 0.137], [-2.240, 1.671, 2.928], [-0.662, 0.478, -0.153], [0.958, 0.529, -1.286], [2.422, -1.268, 0.220], [0.236, 0.058, -0.056], [-0.305, 0.443, 0.520], [-0.742, -2.018, -2.177], [0.516, 0.656, -0.911], [-2.229, 1.625, 0.837], [0.063, -1.151, -0.732], [1.001, 1.552, -0.213], [0.167, -1.126, -1.140], [-0.521, -0.666, 1.242], [1.198, 0.595, 2.023], [0.150, -0.367, -0.528], [0.192, -0.351, -0.651], [-0.042, -0.538, 0.076], [0.029, 0.096, -0.133], [-0.011, 0.036, -0.040], [-0.043, -0.036, 0.109], [-0.433, -0.218, 0.072], [0.749, -0.450, -0.270], [-0.592, -0.553, -0.912], [-0.283, 2.171, 2.011], [-0.763, -0.234, 0.237], [0.702, 0.164, 0.381], [-0.216, 0.948, 0.540], [-2.313, -1.104, 0.430], [3.131, -0.091, -0.856], [-0.287, -0.622, -1.264], [-0.147, -0.088, -0.129], [0.318, -0.394, 0.028], [-0.191, 0.124, -0.169], [0.019, 0.132, 0.054], [-0.009, 0.057, -0.110], [-1.118, -0.756, -0.620], [2.173, 0.609, -1.153], [-1.319, 0.285, 1.036], [0.658, -0.203, 0.447], [0.310, 0.282, -0.436], [-0.812, -0.607, 1.266], [0.140, -0.546, 0.945], [-0.865, 0.978, -1.748], [0.548, -0.049, -0.504], [-0.016, 0.241, -0.106], [0.198, 0.242, -0.196], [-0.015, -0.660, 0.860], [0.085, 0.018, 0.004], [0.036, 0.211, 0.158], [1.599, -1.147, -1.022], [-0.634, -0.246, 0.140], [0.033, 0.128, 0.614], [-0.850, -3.691, -1.085], [0.772, 4.400, 0.738], [0.786, 0.991, 1.411], [-1.696, -0.988, -1.607], [-0.159, 0.231, 0.128], [-0.447, 0.184, 0.140], [0.297, 0.115, -0.039], [-0.460, 0.074, 0.133], [0.172, 0.090, 0.278], [0.489, -0.288, 0.432], [-0.519, -0.022, -0.250], [0.582, 0.262, 0.025], [0.196, 0.621, -0.069], [0.225, -1.154, 0.505], [0.396, 1.303, -0.905], [-1.570, -2.721, -0.327], [0.421, 1.155, -1.453], [0.833, 0.625, 3.039], [-0.914, -0.913, -0.228], [-0.211, 0.399, -0.168], [-0.132, 0.267, 0.034], [0.029, 0.248, 0.131], [-0.109, -0.042, 0.248], [0.256, -0.196, 0.237], [0.029, 1.177, -0.443], [-0.094, 0.052, -0.594], [0.502, -0.524, -0.107]]
}